[1]
H8O4 | ωB97M-V/def2-TZVPD

Each line ends with the natural charge from an NBO analysis.
Atoms and positions in Å:
O1 1.4213 0.3644 0.6734  -0.639
H1 -0.0417 -0.1212 0.7919  0.452
H2 1.8126 1.1867 0.6740  0.450
H3 -0.7717 0.3618 -1.3654  0.493
O2 -2.1155 0.9578 -0.9394  -0.702
H4 -2.7280 1.6393 -0.7866  0.463
O3 0.1152 -0.0305 -1.6737  -0.664
H5 2.2390 -1.7161 1.1340  -0.003
H6 0.7335 0.0341 -0.9049  0.489
O4 -0.9048 -0.5630 0.9049  -0.828
H7 -1.3996 0.0285 0.3565  0.472
H8 1.6396 -2.1418 1.1353  0.017

- HOMO-LUMO gap (eV) = 4.35
- energy above the lowest of the compared OMol25 structures with the same formula, charge and spin (eV) = 11.1474
- HOMO (eV) = -11.11
- LUMO (eV) = -6.76

[2]
H8O4 | ωB97M-V/def2-TZVPD

Each line ends with the natural charge from an NBO analysis.
Atoms and positions in Å:
O1 0.1243 0.5522 1.2054  -0.996
H1 -0.0437 0.6472 0.2734  0.486
H2 1.0413 0.1842 1.2954  0.501
O2 -0.4487 1.0982 -1.3996  -0.949
H3 0.3143 1.0842 -2.0256  0.483
H4 -1.1997 0.8502 -1.9196  0.486
O3 2.2963 -0.7858 0.1094  -0.930
H5 2.4553 -1.6818 0.1904  0.471
H6 1.6813 -0.7848 -0.6526  0.469
O4 -2.2487 -0.7898 1.0194  -0.957
H7 -2.5227 -0.0048 0.5334  0.445
H8 -1.4497 -0.3688 1.3704  0.491

- HOMO-LUMO gap (eV) = 10.61
- energy above the lowest of the compared OMol25 structures with the same formula, charge and spin (eV) = 0.9972
- SMILES = O.O.O.O
- HOMO (eV) = -10.53
- LUMO (eV) = 0.08

[3]
H8O4 | ωB97M-V/def2-TZVPD

Each line ends with the natural charge from an NBO analysis.
Atoms and positions in Å:
O1 -0.4042 0.3828 1.4365  -0.967
H1 -0.8022 1.1892 1.7699  0.476
H2 -0.4511 0.4339 0.4479  0.495
O2 -1.5171 -1.7333 -1.3298  -0.926
H3 -1.5222 -0.7913 -1.1689  0.474
H4 -0.9604 -1.8242 -2.0930  0.449
O3 -0.4426 0.7529 -1.3423  -0.963
H5 -0.0180 1.6060 -1.3891  0.497
H6 0.0338 0.1589 -1.9498  0.492
O4 2.0927 -0.2429 2.1715  -0.976
H7 2.7709 0.1220 1.5935  0.457
H8 1.2205 -0.0540 1.8536  0.492

- HOMO-LUMO gap (eV) = 10.43
- energy above the lowest of the compared OMol25 structures with the same formula, charge and spin (eV) = 1.0296
- SMILES = O.O.O.O
- HOMO (eV) = -10.53
- LUMO (eV) = -0.10

[4]
H8O4 | ωB97M-V/def2-TZVPD

Each line ends with the natural charge from an NBO analysis.
Atoms and positions in Å:
O1 2.6931 1.4186 -1.0664  -0.962
H1 3.4222 0.8770 -0.7537  0.463
H2 2.0678 1.4288 -0.3257  0.492
O2 0.6452 0.6983 0.8438  -0.980
H3 -0.0201 0.7479 1.5358  0.477
H4 0.1661 0.3951 0.0541  0.496
O3 -0.2240 -0.6160 -1.5423  -0.939
H5 -0.9578 -1.0719 -1.1144  0.474
H6 -0.5941 -0.2139 -2.3349  0.481
O4 -2.0393 -1.1532 1.7053  -0.942
H7 -2.7700 -0.5297 1.6380  0.471
H8 -2.3890 -1.9809 1.3605  0.472

- HOMO-LUMO gap (eV) = 10.71
- energy above the lowest of the compared OMol25 structures with the same formula, charge and spin (eV) = 0.7909
- SMILES = O.O.O.O
- HOMO (eV) = -10.52
- LUMO (eV) = 0.18

[5]
H8O4 | ωB97M-V/def2-TZVPD

Each line ends with the natural charge from an NBO analysis.
Atoms and positions in Å:
O1 -0.0605 -1.0648 1.5542  -0.974
H1 0.5475 -0.6368 2.1392  0.478
H2 -0.5725 -0.4177 1.0872  0.491
O2 -1.3545 0.6982 -0.4188  -0.948
H3 -0.8395 0.7523 -1.2538  0.475
H4 -1.9795 1.3912 -0.5028  0.479
O3 1.5615 1.8972 0.5442  -0.930
H5 1.4445 1.2522 -0.1968  0.462
H6 0.7895 2.4792 0.4212  0.468
O4 0.0615 -2.3688 -1.4088  -0.944
H7 0.6205 -1.5288 -1.4518  0.458
H8 -0.2185 -2.4538 -0.5128  0.486

- HOMO-LUMO gap (eV) = 11.22
- energy above the lowest of the compared OMol25 structures with the same formula, charge and spin (eV) = 1.0395
- SMILES = O.O.O.O
- HOMO (eV) = -11.26
- LUMO (eV) = -0.04

[6]
H8O4 | ωB97M-V/def2-TZVPD

Each line ends with the natural charge from an NBO analysis.
Atoms and positions in Å:
O1 15.2547 -7.8372 -0.0625  -0.890
H1 15.0599 -8.7576 0.1143  0.512
H2 16.1890 -7.8254 -0.2702  0.507
O2 13.8280 -7.3344 3.3494  -0.999
H3 13.6760 -6.4691 3.7294  0.441
H4 13.7200 -7.2051 2.4072  0.436
O3 14.2436 -6.8511 1.4402  -0.896
H5 14.4772 -7.4759 0.7536  0.477
H6 13.8787 -6.1021 0.9690  0.489
O4 15.7602 -8.1375 2.0743  -0.965
H7 16.4462 -7.6433 1.6256  0.422
H8 15.0403 -7.5143 2.1722  0.465

- HOMO-LUMO gap (eV) = 9.44
- energy above the lowest of the compared OMol25 structures with the same formula, charge and spin (eV) = 6.9024
- HOMO (eV) = -9.23
- LUMO (eV) = 0.21